--- P ---
6
Properties=species:S:1:pos:R:3:lowdin_charge:R:1 method="wB97M-V/def2-TZVPD" spin_multiplicity=1 e_homo_ev=-9.809 charge=0 smiles="C=C(F)Cl"
C -0.4847 0.2114 -0.1671 -0.744
C 0.7482 -0.2557 0.3086 0.046
H 0.7165 -0.8082 1.2815 0.089
H 1.5610 0.1358 -0.1148 -0.003
F -1.5892 -0.3657 0.3231 -0.033
Cl -0.9517 1.0825 -1.6313 0.645

--- Q ---
6
Properties=species:S:1:pos:R:3:lowdin_charge:R:1 method="wB97M-V/def2-TZVPD" spin_multiplicity=1 e_homo_ev=-9.806 charge=0 smiles="C=C(F)Cl"
C -0.3853 0.0223 0.0426 -0.877
C -1.0674 1.1599 -0.0369 -0.037
H -2.1779 0.7176 0.1648 0.127
H -0.7080 2.2903 -0.0224 0.111
F -1.2022 -1.0572 -0.0193 -0.021
Cl 1.3190 -0.0345 -0.0002 0.696

It is P that is the most stable of them.

--- P ---
10
Properties=species:S:1:pos:R:3:lowdin_charge:R:1 method="wB97M-V/def2-TZVPD" spin_multiplicity=1 e_homo_ev=-8.928 charge=0 smiles="C=CC#CC=S"
C 2.2657 0.1470 -0.0214 0.034
C 1.2589 -0.7067 0.0204 -0.192
C -0.1128 -0.3797 0.0799 -0.025
C -1.2465 -0.0045 0.1672 -0.107
C -2.5668 0.5152 -0.0040 -0.683
H 3.3121 -0.2044 -0.0932 0.073
H 2.1911 1.2164 0.1001 0.066
H 1.4328 -1.7596 -0.1143 0.099
H -2.6396 1.5906 -0.1392 0.049
S -3.8950 -0.4142 0.0045 0.686

--- Q ---
10
Properties=species:S:1:pos:R:3:lowdin_charge:R:1 method="wB97M-V/def2-TZVPD" spin_multiplicity=1 e_homo_ev="-7.856 / -9.322" charge=0
C -0.0607 -1.3248 0.3516 -0.051
C -0.9380 -1.8342 -0.5174 0.039
C 0.5779 -0.0915 0.9518 -0.141
C -0.9866 -0.4361 -0.6904 -0.630
C -0.1793 0.7097 -0.0836 -0.592
S -1.9828 0.8414 -0.0049 0.905
H 0.3242 0.1790 2.0048 0.131
H 1.6896 -0.0630 0.8111 0.131
H 1.0753 0.5787 -2.3078 0.145
H 0.4802 1.4406 -0.5152 0.061

--- R ---
10
Properties=species:S:1:pos:R:3:lowdin_charge:R:1 method="wB97M-V/def2-TZVPD" spin_multiplicity=1 e_homo_ev=-8.799 charge=0 smiles="C#C/C=C/C=S"
C 2.0283 0.5440 0.0369 -0.681
C 0.5801 0.5868 -0.0171 -0.166
C -0.2015 -0.5605 0.0469 -0.092
C -1.6475 -0.4763 0.0644 -0.137
C -2.8299 -0.4282 -0.0776 0.121
H 2.5753 1.4957 0.0410 0.041
H 0.1475 1.5903 -0.0882 0.111
H 0.2301 -1.5301 0.2768 0.093
H -3.8872 -0.4766 -0.2330 0.035
S 3.0047 -0.7452 -0.0502 0.675

It is P that is the most stable of them.

--- P ---
10
Properties=species:S:1:pos:R:3:lowdin_charge:R:1 method="wB97M-V/def2-TZVPD" spin_multiplicity=1 e_homo_ev=-8.914 charge=0 smiles="S=C1C=CC=C1"
C 1.1484 -0.0268 0.0170 -0.786
C 0.3201 1.1849 0.0333 -0.159
C -0.9249 0.7671 -0.1299 -0.107
C -1.0841 -0.7020 -0.0131 -0.073
C 0.1763 -1.2361 -0.0018 -0.103
H 0.6422 2.2772 0.3110 0.152
H -1.6754 1.4911 -0.1532 0.084
H -1.9619 -1.3940 -0.2098 0.123
H 0.5758 -2.3150 0.2188 0.136
S 2.7834 -0.0464 -0.0724 0.734

--- Q ---
10
Properties=species:S:1:pos:R:3:lowdin_charge:R:1 method="wB97M-V/def2-TZVPD" spin_multiplicity=1 e_homo_ev=-9.142 charge=0
C 0.8098 2.1731 -0.0204 0.188
C 0.4777 1.0017 -0.5377 -0.399
C -0.8567 -0.4867 0.2129 -0.244
C 0.1147 -0.3443 -0.9970 -0.459
C 0.3587 0.1131 0.8802 -0.392
S 1.3972 -1.2892 0.0491 0.837
H -1.5494 0.3781 0.2075 0.123
H -1.1100 -1.5099 0.4270 0.089
H -0.1443 -0.6412 -2.0855 0.142
H 0.5023 0.6054 1.8638 0.115

It is P that is the most stable of them.

--- P ---
10
Properties=species:S:1:pos:R:3:lowdin_charge:R:1 method="wB97M-V/def2-TZVPD" spin_multiplicity=1 e_homo_ev=-11.709 charge=0 smiles="O=C(O)n1ncnn1"
C -1.6969 -0.1468 -0.1978 -0.394
C 1.8260 -0.7075 0.1010 -0.175
H -1.2515 1.6088 -0.0109 0.176
H 2.8849 -0.9901 0.6364 0.163
N -0.2148 -0.1340 -0.2038 -0.088
N 0.6135 -1.2173 0.1893 0.125
N 1.8187 0.7053 -0.2471 0.032
N 0.5420 1.0068 -0.3396 0.011
O -2.1600 1.0709 0.3758 0.037
O -2.3620 -1.1962 -0.3033 0.113

--- Q ---
10
Properties=species:S:1:pos:R:3:lowdin_charge:R:1 method="wB97M-V/def2-TZVPD" spin_multiplicity=1 e_homo_ev=-9.744 charge=0
C -0.1734 -0.2251 0.0275 -0.254
C 0.0690 -0.0837 -1.4639 -0.096
H -1.2104 -2.0422 2.5536 0.326
H -0.8562 -0.5729 -2.0442 0.162
N -0.7997 -1.1489 0.5819 -0.069
N 1.0055 0.7186 -1.8837 0.020
N 1.0613 1.7542 0.4354 0.080
N 0.0800 1.1187 0.9117 0.120
O -1.0385 -0.9219 1.8180 -0.143
O 1.8625 1.4033 -0.9362 -0.146

--- R ---
10
Properties=species:S:1:pos:R:3:lowdin_charge:R:1 method="wB97M-V/def2-TZVPD" spin_multiplicity=1 e_homo_ev=-10.710 charge=0 smiles="O=COn1cnnn1"
C 1.8807 -0.1597 -0.0583 -0.168
C -1.1217 0.6945 0.3789 -0.176
H 2.8728 0.4106 -0.1553 0.165
H -0.8790 1.7173 0.8296 0.169
N -0.3260 0.0461 -0.3613 -0.255
N -2.2684 0.0242 0.4762 0.051
N -1.9659 -1.0902 -0.2392 -0.053
N -0.7639 -1.1693 -0.7616 0.126
O 1.7677 -1.1024 0.6793 0.117
O 0.8035 0.6288 -0.7883 0.025

--- S ---
10
Properties=species:S:1:pos:R:3:lowdin_charge:R:1 method="wB97M-V/def2-TZVPD" spin_multiplicity=1 e_homo_ev=-9.915 charge=0 smiles="O/N=C/c1nnon1"
C 0.0685 -0.6045 -0.3523 -0.128
C 0.5780 0.4384 0.3464 -0.422
H -2.4945 -1.9189 -1.4367 0.197
H 0.5096 -1.6536 0.0362 0.176
N -1.0698 -0.6598 -0.9734 -0.017
N 1.7704 0.6471 0.7859 0.103
N 1.7787 1.7723 1.2690 0.074
N -0.2292 1.5210 0.4744 0.145
O -1.4123 -1.9415 -1.2865 -0.105
O 0.5007 2.3995 1.1370 -0.024

It is P that is the most stable of them.